Entry 1:
# C47H60BrCsN5O10PS2Si

A molecular structure, C47H60BrCsN5O10PS2Si at a distorted geometry (ωB97M-V/def2-TZVPD, the Open Molecules 2025 dataset).

Geometry as XYZ:
```
128
Properties=species:S:1:pos:R:3:forces:R:3:lowdin_charge:R:1
Cs 0.093556 0.260861 -1.448775 1.10 1.84 1.46 0.947
S 1.144953 2.558640 -3.450724 0.18 0.25 -0.58 0.331
C 0.653729 3.814996 -2.383656 -0.01 -0.42 0.12 -1.241
S 0.291141 3.391501 -0.741218 -0.20 0.77 0.48 0.349
C 0.523222 5.138344 -2.819788 -0.04 -0.08 0.02 -0.430
C 0.798452 5.525725 -4.160465 0.03 0.03 -0.01 -0.308
N 1.016117 5.905246 -5.230332 -0.02 0.01 -0.01 0.096
C 0.102829 6.186151 -1.954447 0.08 0.03 0.04 -0.310
N -0.218626 7.080897 -1.296727 -0.05 0.01 -0.02 0.094
C 4.032998 0.218167 -3.737153 0.11 -0.10 0.02 -0.075
C 4.996262 -0.950822 -3.551717 -0.11 0.01 0.02 -0.384
C 5.028803 -1.822170 -4.807070 0.07 0.07 0.08 -0.068
C 4.615613 -1.811999 -2.337918 0.08 -0.02 -0.14 -0.264
C 5.734549 -2.795982 -1.935200 -0.08 -0.01 -0.07 -0.085
O 6.253826 -2.265597 -0.699190 0.06 -0.02 0.09 -0.004
C 5.371406 -1.294609 -0.331574 -0.24 -0.03 -0.02 -0.350
N 4.444407 -0.993575 -1.133854 0.01 0.02 0.04 0.169
C 5.587085 -0.664632 0.982840 0.03 0.07 0.06 -0.147
C 6.900661 -0.500056 1.407174 0.03 0.02 0.00 -0.026
C 7.183658 0.174831 2.583070 0.02 -0.02 -0.02 -0.089
C 6.137826 0.682696 3.332367 -0.01 0.02 0.02 -0.080
C 4.824005 0.483150 2.930790 -0.05 -0.03 0.08 -0.066
C 4.509993 -0.208044 1.766097 0.11 0.01 -0.24 -0.278
P 2.757247 -0.549142 1.239124 -0.03 -0.27 0.30 1.119
C 1.889400 -0.231752 2.843529 -0.01 0.07 -0.06 -0.361
C 1.434747 -1.217303 3.717170 0.04 -0.01 -0.02 -0.075
C 0.773738 -0.874929 4.890678 -0.02 0.01 0.02 -0.096
C 0.562435 0.456322 5.214685 0.02 -0.02 -0.03 -0.114
C 0.981541 1.447223 4.335992 0.02 -0.01 0.02 -0.097
C 1.616938 1.105273 3.152947 0.01 0.03 -0.05 -0.110
C 2.844243 -2.395192 1.288322 0.01 0.07 -0.05 -0.378
C 3.716221 -3.143335 2.079240 0.01 -0.01 0.04 -0.095
C 3.713616 -4.528822 2.016130 0.00 -0.01 -0.01 -0.092
C 2.830781 -5.189695 1.168901 0.03 0.04 0.01 -0.098
C 1.951279 -4.457588 0.386011 -0.01 -0.03 -0.01 -0.067
C 1.969633 -3.070360 0.443335 -0.04 -0.02 -0.01 -0.084
H 4.358074 0.865438 -4.553143 -0.01 0.01 -0.01 0.083
H 3.954436 0.820632 -2.835565 -0.03 0.05 -0.02 0.054
H 3.036528 -0.148740 -3.982263 -0.11 -0.03 0.01 0.066
H 6.003782 -0.555138 -3.361742 0.01 0.00 0.02 0.140
H 4.035318 -2.233781 -4.989894 -0.06 -0.02 -0.03 0.081
H 5.733968 -2.653724 -4.718729 -0.02 0.00 -0.02 0.064
H 5.318007 -1.227506 -5.675293 -0.01 -0.01 -0.01 0.077
H 3.676213 -2.327677 -2.556740 -0.02 0.03 0.01 0.139
H 6.551905 -2.833388 -2.655268 0.01 -0.01 0.01 0.112
H 5.367566 -3.805520 -1.743196 0.01 0.00 0.03 0.124
H 7.699104 -0.895090 0.792633 -0.01 0.00 0.00 0.113
H 8.209200 0.310064 2.903131 0.00 0.01 -0.01 0.095
H 6.338865 1.235296 4.242121 -0.02 -0.01 0.01 0.099
H 4.030656 0.869533 3.553485 -0.02 0.00 0.00 0.094
H 1.584706 -2.263100 3.484335 0.04 -0.01 -0.01 0.097
H 0.420526 -1.656596 5.553065 0.00 -0.01 0.00 0.099
H 0.056041 0.721029 6.135609 -0.01 0.00 0.00 0.099
H 0.798917 2.490156 4.564901 0.00 0.00 -0.03 0.106
H 1.918983 1.878238 2.455644 0.03 0.00 0.02 0.096
H 4.403113 -2.641975 2.751968 0.00 0.01 -0.03 0.110
H 4.403122 -5.094528 2.631809 0.00 -0.01 0.00 0.095
H 2.834367 -6.271817 1.119032 -0.01 0.00 0.00 0.093
H 1.251714 -4.956011 -0.272660 0.00 0.01 -0.01 0.108
H 1.298667 -2.502504 -0.188346 -0.04 0.00 -0.09 0.076
O -1.702720 -3.551333 -0.238565 0.03 -0.13 0.07 -0.085
H -2.535940 -3.276950 -0.641226 -0.02 0.07 0.00 0.002
H -1.042444 -3.205406 -0.856591 -0.01 0.07 -0.07 -0.010
O 3.139368 2.312725 0.500167 0.08 0.15 0.09 -0.147
H 2.306662 2.757180 0.235868 -0.05 0.04 -0.21 -0.076
H 3.483527 1.986362 -0.339598 -0.03 -0.03 0.00 0.024
O -3.356923 -2.183682 -2.338751 -0.01 -0.10 -0.03 -0.066
H -2.389314 -2.099293 -2.457656 0.05 0.03 -0.02 -0.002
H -3.726807 -1.331585 -2.590606 -0.01 0.03 0.02 0.016
C -4.985905 -0.358475 0.006682 0.00 0.03 0.01 -0.116
C -4.993161 0.937048 0.833344 0.03 -0.03 0.03 -0.616
C -6.422344 1.165868 1.350140 0.04 0.00 0.01 -0.092
C -4.632466 2.071773 -0.138376 0.00 -0.02 0.01 -0.091
Si -3.720029 0.882019 2.278173 0.09 0.04 -0.11 0.493
Br -1.837107 0.042395 1.338806 -0.20 -0.03 0.39 0.512
C -3.235557 2.620418 2.946456 0.00 -0.02 -0.06 -0.614
C -2.317055 3.366683 1.961572 -0.03 0.00 0.05 -0.118
C -2.448544 2.502333 4.257193 -0.03 -0.03 0.00 -0.106
C -4.483194 3.478640 3.210741 0.01 -0.05 -0.01 -0.093
C -4.174026 -0.383083 3.663268 -0.01 0.04 -0.02 -0.623
C -4.744729 -1.670791 3.053993 0.02 0.02 0.00 -0.104
C -2.942633 -0.798442 4.482510 -0.01 0.00 -0.01 -0.122
C -5.225178 0.203971 4.618933 0.03 0.02 -0.04 -0.094
H -5.614227 -0.210242 -0.878999 -0.02 0.01 0.01 0.089
H -5.384880 -1.211707 0.550193 0.01 -0.03 0.00 0.062
H -3.987905 -0.622184 -0.338180 0.00 -0.01 -0.01 0.029
H -7.101582 1.257265 0.495537 0.00 0.00 -0.01 0.086
H -6.513641 2.077152 1.942905 -0.02 0.01 0.01 0.064
H -6.772424 0.328860 1.957112 -0.02 0.00 0.00 0.060
H -5.305096 2.028600 -1.001167 0.00 -0.01 0.00 0.087
H -3.612805 1.977817 -0.517591 0.01 0.03 0.00 0.080
H -4.738869 3.057950 0.310557 0.02 0.02 -0.01 0.065
H -1.375842 2.842581 1.800618 0.00 0.00 -0.01 0.029
H -2.074370 4.348873 2.380503 -0.02 0.01 0.00 0.093
H -2.761481 3.533953 0.984998 0.02 0.00 -0.04 0.060
H -1.567662 1.872444 4.133267 -0.02 0.01 0.02 0.046
H -3.049136 2.109365 5.078765 0.01 0.00 0.02 0.062
H -2.103321 3.500446 4.549455 0.00 0.01 -0.01 0.090
H -5.014597 3.719496 2.290573 -0.02 0.02 0.00 0.062
H -4.174251 4.426223 3.664696 0.01 0.00 0.00 0.086
H -5.185765 2.996410 3.895622 -0.01 0.01 0.01 0.066
H -4.066751 -2.103824 2.315809 -0.01 -0.01 -0.01 0.079
H -5.715785 -1.509272 2.586344 -0.01 -0.01 -0.02 0.060
H -4.884013 -2.409543 3.851734 0.00 0.00 0.01 0.083
H -2.187101 -1.274716 3.857709 0.01 0.00 0.00 0.048
H -3.256532 -1.524994 5.242065 -0.01 0.00 0.00 0.084
H -2.469789 0.035262 4.995952 0.01 0.00 0.01 0.050
H -6.132277 0.514693 4.097050 -0.02 0.00 0.01 0.065
H -4.843104 1.064836 5.167971 -0.01 0.00 0.02 0.059
H -5.510005 -0.556496 5.355221 0.00 -0.01 0.00 0.082
O 1.249226 -2.359229 -3.683903 0.10 0.05 -0.08 0.028
C 0.131540 -1.894949 -3.469500 -0.02 -0.61 -0.34 -0.731
O -0.535053 -1.953669 -2.389855 -0.61 -1.83 -0.89 -0.407
C -0.554731 -1.116199 -4.590203 -0.05 0.01 0.12 -0.096
C -0.183343 -1.265235 -5.915544 0.10 0.01 -0.17 0.095
C -0.886079 -0.577469 -6.892931 -0.04 0.00 0.31 -0.105
C -1.948582 0.257725 -6.597826 -0.10 0.11 -0.14 0.094
C -2.293097 0.391902 -5.269117 0.33 -0.17 -0.08 -0.099
C -1.596635 -0.262519 -4.271942 -0.26 0.04 -0.02 0.007
N -3.464174 1.196517 -4.906353 -0.19 0.08 0.04 -0.330
O -4.001677 1.845724 -5.780447 0.07 -0.05 0.08 0.092
O -3.853713 1.130125 -3.753361 0.04 0.01 -0.11 0.078
N -0.520273 -0.766316 -8.303104 0.04 -0.04 -0.20 -0.349
O 0.428129 -1.485198 -8.551986 -0.08 0.07 0.03 0.076
O -1.195987 -0.204652 -9.145832 0.06 -0.03 0.07 0.069
H 0.637501 -1.915748 -6.180466 0.01 0.01 0.05 0.134
H -2.489538 0.775784 -7.373852 0.01 -0.01 0.01 0.131
H -1.885848 -0.121932 -3.242462 -0.15 -0.03 -0.20 0.058
```
Forces are in eV/Å.

LUMO level, hartree: 0.104
Energy relative to the best compared isomer or geometry (same formula, charge and spin), kcal/mol: 25.1
Frontier orbital gap, eV: 4.74
Net charge: -2

Entry 2:
# C47H60BrEuN7O9

A molecular structure, C47H60BrEuN7O9 at a distorted geometry (ωB97M-V/def2-TZVPD, the Open Molecules 2025 dataset).

Geometry as XYZ:
```
125
Properties=species:S:1:pos:R:3:forces:R:3:lowdin_charge:R:1
Eu 0.771946 0.024197 0.019427 -0.63 -0.42 0.66 2.039
O -2.823854 2.758797 0.453727 -0.30 -0.01 0.21 -0.077
H -2.363654 1.980697 0.085327 0.10 0.14 -0.11 -0.023
H -2.136154 3.364697 0.735927 0.16 0.09 -0.02 0.019
O 0.395746 -2.403703 -1.029173 -0.21 0.20 -0.16 -0.132
H 0.626046 -2.098003 -1.922873 0.02 -0.02 0.09 0.040
H -0.584854 -2.330103 -0.987373 0.06 -0.04 -0.03 -0.002
C -0.675454 3.276297 -2.151473 -0.02 -0.04 -0.08 -0.160
C -0.870054 4.427897 -3.163273 -0.06 0.09 -0.03 -0.154
N -0.757854 3.912497 -4.523873 -0.01 0.29 -0.20 -0.168
C 0.603946 3.421897 -4.714173 0.09 0.05 -0.04 -0.150
C 0.929646 2.347897 -3.648373 0.14 -0.10 -0.09 -0.150
N -0.259154 2.062097 -2.846173 0.06 0.15 0.01 -0.164
C -1.331954 1.648697 -3.743473 -0.03 -0.11 0.12 -0.153
C -1.691154 2.805697 -4.701573 -0.03 0.10 -0.12 -0.154
H -1.612154 3.057097 -1.638673 0.08 0.04 0.08 0.097
H 0.094246 3.511097 -1.419773 -0.07 0.07 0.08 0.074
H -0.105654 5.201597 -3.050073 -0.05 0.04 0.07 0.111
H -1.852254 4.894597 -3.046973 0.03 0.04 0.01 0.112
H 1.282346 4.276697 -4.640273 0.02 -0.06 -0.06 0.112
H 0.677946 3.018497 -5.727373 0.05 0.01 0.03 0.115
H 1.724646 2.677197 -2.976873 0.04 -0.01 0.00 0.108
H 1.259046 1.419097 -4.113873 0.04 0.01 0.08 0.101
H -2.193454 1.372997 -3.133773 0.03 -0.08 -0.06 0.094
H -0.982654 0.773097 -4.293073 -0.07 -0.09 0.03 0.111
H -2.696054 3.193497 -4.516973 -0.05 -0.08 0.01 0.113
H -1.639254 2.487397 -5.744873 -0.06 -0.01 -0.03 0.111
C 3.024046 -4.811603 1.747527 -0.06 0.19 -0.03 -0.067
C 1.873946 -4.412903 2.407527 0.04 -0.03 -0.06 -0.054
C 1.337646 -3.168103 2.120927 -0.10 0.02 0.11 -0.152
N 1.858646 -2.322703 1.234327 0.11 0.20 0.11 0.005
C 2.982046 -2.705403 0.625527 0.21 0.02 -0.18 -0.136
C 3.597046 -3.927703 0.848327 -0.08 -0.06 0.11 -0.040
H 3.462846 -5.780703 1.937927 0.06 -0.04 0.01 0.104
H 1.399946 -5.052803 3.136327 -0.09 0.01 0.06 0.104
H 0.454846 -2.835003 2.646227 -0.02 0.03 0.06 0.082
H 3.415746 -1.992303 -0.064673 0.00 -0.01 -0.02 0.101
H 4.511046 -4.178703 0.332827 0.04 0.05 -0.11 0.108
O 2.919246 0.074397 -0.732473 0.09 0.36 1.57 -0.198
C 2.581446 -0.089603 -1.941473 1.85 -0.36 -2.56 -0.657
O 1.359346 -0.217803 -2.252473 -0.80 -0.14 0.20 -0.186
C 3.627646 -0.159303 -2.975973 -0.90 0.12 0.97 -0.177
C 4.947446 0.190197 -2.650873 0.38 -0.03 -0.17 -0.039
C 5.942446 0.127097 -3.593373 0.12 0.18 0.50 -0.018
C 5.639146 -0.301703 -4.897273 0.46 -0.05 -0.52 -0.194
C 4.318646 -0.644503 -5.230873 -0.55 -0.12 -0.14 -0.018
C 3.329446 -0.568503 -4.283473 0.14 -0.03 -0.44 -0.049
N 6.641446 -0.382703 -5.871773 -0.93 0.09 0.95 -0.432
O 6.333946 -0.759503 -7.016473 -0.13 -0.25 -0.82 -0.065
O 7.802446 -0.074503 -5.553373 0.91 0.21 0.14 -0.063
H 5.147746 0.521097 -1.642273 0.13 0.02 0.06 0.105
H 6.961846 0.405897 -3.368773 -0.03 -0.01 0.02 0.100
H 4.122746 -0.955903 -6.246773 -0.06 -0.02 0.05 0.100
H 2.309146 -0.827603 -4.529973 -0.07 -0.03 -0.05 0.104
C 0.616746 4.514897 0.929727 0.12 0.02 0.03 -0.078
C 2.138946 4.344697 0.909827 -0.08 -0.14 -0.15 -0.370
C 2.634746 3.654697 -0.362773 -0.09 -0.15 0.05 -0.067
C 2.591346 3.629897 2.162727 -0.09 0.37 -0.37 -0.138
C 3.351046 4.357997 3.049527 0.08 0.38 -0.06 -0.057
C 3.788846 3.835397 4.254827 -0.04 -0.12 -0.11 -0.077
C 3.449146 2.526297 4.548627 0.09 -0.09 0.37 -0.061
C 2.695946 1.744997 3.701027 0.10 -0.51 0.23 -0.132
C 2.492546 0.312797 4.143327 -0.11 -0.14 -0.03 -0.372
C 1.054746 -0.166903 4.004927 0.16 -0.07 -0.20 -0.090
C 3.452146 -0.586103 3.361527 -0.01 0.19 0.04 -0.056
C 2.208646 2.252297 2.426427 0.18 0.55 0.57 -0.312
N 1.454546 1.566097 1.610927 -0.30 -0.81 -0.77 -0.068
H 0.284246 5.134897 0.096827 -0.06 0.00 -0.06 0.075
H 0.322346 4.999797 1.859627 -0.13 0.04 0.07 0.082
H 0.150246 3.527997 0.877427 -0.03 0.15 -0.01 0.038
H 2.585246 5.350197 0.925627 -0.07 -0.17 0.07 0.125
H 2.212146 2.644597 -0.442873 0.18 0.38 -0.07 0.033
H 3.719146 3.557997 -0.335373 0.07 -0.06 -0.07 0.090
H 2.367446 4.237897 -1.245573 -0.02 0.01 -0.05 0.072
H 3.604946 5.385097 2.807327 -0.02 -0.02 -0.09 0.106
H 4.382446 4.423797 4.937827 0.05 0.06 0.06 0.097
H 3.791746 2.094697 5.484827 -0.04 -0.03 -0.04 0.107
H 2.757746 0.249397 5.208427 0.03 0.12 -0.16 0.124
H 0.829846 -0.283203 2.945227 -0.03 0.00 0.44 0.000
H 0.373746 0.566297 4.432727 -0.20 0.01 0.01 0.084
H 0.910346 -1.122003 4.507427 -0.01 -0.11 0.13 0.081
H 3.282546 -0.441403 2.293227 0.11 -0.10 0.07 0.056
H 3.298746 -1.634703 3.618527 0.02 -0.08 -0.05 0.073
H 4.481346 -0.314203 3.590327 0.12 -0.03 -0.04 0.082
Br -2.555954 -1.999803 -3.574873 -0.13 0.03 -0.37 0.840
C -3.864954 -0.822303 -2.862973 0.09 -0.11 -0.01 -0.594
C -5.044054 -0.655203 -3.566273 0.07 -0.05 0.01 -0.128
C -6.028054 0.166697 -3.045973 -0.02 0.05 0.06 -0.087
C -5.818954 0.823597 -1.843873 -0.07 0.05 0.03 -0.075
C -4.618154 0.684597 -1.166273 0.11 -0.07 -0.05 -0.011
C -3.624354 -0.145603 -1.672073 0.13 -0.20 0.05 -0.173
C -2.325854 -0.413703 -0.939073 -0.54 -0.52 -0.03 -0.640
O -2.093154 -1.605003 -0.682073 -0.13 -0.07 0.13 -0.081
O -1.576054 0.553897 -0.647573 0.48 0.47 0.04 -0.148
H -5.188954 -1.174603 -4.500773 -0.01 -0.04 -0.07 0.095
H -6.957754 0.287097 -3.582073 -0.08 0.03 -0.03 0.101
H -6.594554 1.449497 -1.428373 -0.05 0.09 0.01 0.102
H -4.450454 1.217997 -0.241673 0.02 0.05 0.04 0.103
C -4.715054 -4.528003 0.891527 -0.10 0.20 0.14 -0.064
C -4.910854 -3.510603 2.014327 -0.11 -0.02 -0.47 -0.197
N -4.200354 -3.882203 3.215227 -0.03 0.09 0.09 -0.064
C -4.631754 -5.050303 3.961527 0.18 -0.19 0.22 -0.199
C -3.746854 -6.271903 3.739227 -0.12 0.17 0.02 -0.069
C -3.119854 -3.226503 3.680727 -0.14 0.00 -0.11 -0.438
O -2.470354 -3.633403 4.630427 0.19 -0.04 0.26 0.073
C -2.759754 -1.909603 3.070427 0.14 0.50 0.21 -0.123
C -3.282254 -0.744603 3.633027 0.44 -0.10 -0.45 0.016
C -2.737454 0.470797 3.246127 -0.21 -0.21 0.21 -0.025
C -1.663654 0.470797 2.378927 0.30 -0.20 -0.21 -0.159
N -1.176054 -0.636203 1.804527 -0.26 0.13 0.38 0.000
C -1.751454 -1.794703 2.125627 0.05 0.02 0.03 -0.089
H -5.155354 -4.153303 -0.028573 -0.06 0.01 -0.11 0.076
H -5.186654 -5.476103 1.138627 -0.02 -0.13 -0.01 0.064
H -3.655254 -4.696403 0.717227 0.10 -0.01 -0.05 0.081
H -5.978854 -3.418003 2.251827 0.12 0.10 -0.05 0.123
H -4.540654 -2.538903 1.679327 -0.16 -0.09 0.08 0.114
H -5.666954 -5.257803 3.685527 -0.01 0.02 0.02 0.119
H -4.588054 -4.783503 5.022727 -0.14 -0.07 -0.11 0.122
H -3.766754 -6.594103 2.703027 -0.01 -0.08 -0.14 0.061
H -4.094754 -7.085903 4.368527 -0.01 -0.18 0.06 0.072
H -2.725454 -6.027003 4.014227 0.07 -0.04 0.03 0.069
H -4.074754 -0.803003 4.362227 -0.11 0.02 0.12 0.125
H -3.109554 1.401397 3.643327 0.00 0.10 0.01 0.112
H -1.141254 1.389197 2.144127 -0.02 0.07 -0.02 0.091
H -1.384354 -2.673003 1.612727 0.04 -0.04 -0.01 0.120
```
Forces are in eV/Å.

LUMO level (alpha / beta), hartree: 0.068 / 0.038
Frontier orbital gap (alpha / beta), eV: 4.04 / 6.50
Spin multiplicity: 7
Net charge: -1
Expectation value of S²: 12.142

> Which formula does entry 1 have?

C47H60BrCsN5O10PS2Si